<one>
Here is a 3-piece molecular cluster, C5H13N3O overall from the OMol25 dataset. Energies are from the ωB97M-V functional and the def2-TZVPD basis.

Results
- net charge = 0
- HOMO-LUMO gap (eV) = 8.792

Atoms and positions in Å:
C 1.67 0.04 0.42
C 0.03 2.00 0.89
C 0.34 0.53 1.04
N 1.45 -1.45 0.19
O 2.01 0.58 -0.81
N -0.19 -0.09 2.06
H 1.20 0.53 -1.39
H 2.50 0.18 1.12
H 1.67 -1.96 1.04
H 2.14 -1.74 -0.50
H 0.14 -1.07 2.09
H 0.47 2.45 0.00
H 0.40 2.54 1.77
H -1.06 2.13 0.86
C -2.34 -0.78 -0.75
C -0.90 -0.45 -0.93
N -0.43 0.18 -1.95
H -1.12 0.29 -2.71
H 0.17 -1.36 -0.40
H -2.81 -0.03 -0.10
H -2.89 -0.79 -1.70
H -2.45 -1.74 -0.25

---

<two>
Here is a 2-piece molecular cluster, C5H13N3O overall from the OMol25 dataset. Energies are from the ωB97M-V functional and the def2-TZVPD basis.

Results
- net charge = 0
- HOMO-LUMO gap (eV) = 8.649

Atoms and positions in Å:
C 1.03 0.36 -0.37
C 0.90 1.28 -1.53
C 0.89 -1.04 -0.55
C 1.79 0.86 0.82
N -1.67 -1.10 0.40
C -1.23 0.05 1.25
N -2.50 -0.78 -0.72
O -0.89 1.02 0.50
N -1.00 -0.12 2.50
H -2.11 -1.85 0.93
H -2.54 0.24 -0.75
H -2.00 -1.06 -1.56
H -1.36 -1.01 2.84
H 0.51 2.25 -1.21
H 0.25 0.87 -2.30
H 1.89 1.43 -1.97
H 1.54 -1.67 0.05
H -0.27 -1.29 -0.08
H 0.78 -1.38 -1.58
H 1.50 0.32 1.72
H 1.62 1.92 0.98
H 2.86 0.70 0.63

---

The relative energies come out as <one> 20.3; <two> 0.0, with values in kJ/mol.

---

<one>
Here is one molecule with the formula C5H8O3 from the OMol25 dataset. Energies are from the ωB97M-V functional and the def2-TZVPD basis.

Results
- net charge = 0
- HOMO-LUMO gap (eV) = 9.181
- SMILES string = O[C@H]1CO[C@@H]2C[C@@]12O

Atoms and positions in Å:
C -0.97 0.02 0.52
C -0.91 -1.17 -0.51
C 0.80 0.07 -0.93
C 1.65 1.11 -0.08
C 0.57 0.24 0.54
H -1.96 1.77 0.65
H -1.32 -0.37 1.47
H -1.06 -2.06 0.13
H -1.66 -1.04 -1.31
H 0.07 0.72 -1.51
H 2.56 0.99 0.48
H 1.63 2.04 -0.65
H 0.59 -1.43 1.11
O -1.67 1.15 -0.06
O 0.46 -1.32 -1.10
O 1.24 -0.72 1.24

---

<two>
Here is one molecule with the formula C5H8O3 from the OMol25 dataset. Energies are from the ωB97M-V functional and the def2-TZVPD basis.

Results
- net charge = 0
- HOMO-LUMO gap (eV) = 9.917
- SMILES string = C=C(O)[C@@H](C)C(=O)O

Atoms and positions in Å:
C -0.69 0.10 0.11
C -0.82 1.59 -0.17
C -1.10 -0.70 -1.11
C 0.71 -0.37 0.50
C 0.94 -1.25 1.49
O -0.01 -0.88 -1.97
O 1.74 0.35 -0.07
O -2.17 -1.23 -1.31
H 0.74 -0.27 -1.86
H 2.57 0.10 0.37
H -1.39 -0.16 0.91
H -0.15 1.92 -0.97
H -1.83 1.85 -0.50
H -0.59 2.17 0.73
H 1.94 -1.44 1.87
H 0.13 -1.77 1.98

---

<three>
Here is one molecule with the formula C5H8O3 from the OMol25 dataset. Energies are from the ωB97M-V functional and the def2-TZVPD basis.

Results
- net charge = 0
- HOMO-LUMO gap (eV) = 9.531
- SMILES string = CC(=O)/C(O)=C(\C)O

Atoms and positions in Å:
C 0.73 1.18 -0.75
C 0.81 -0.17 1.76
C -0.96 -0.55 -0.10
C -0.92 0.59 -0.77
C 0.41 -0.87 0.47
O -1.82 -1.57 -0.42
O -1.69 1.11 -1.73
O 0.82 -2.02 0.24
H -1.36 -2.37 -0.09
H -2.00 0.38 -2.31
H 1.73 0.86 -0.46
H 0.57 2.14 -0.26
H 0.88 1.35 -1.82
H 1.88 0.05 1.72
H 0.64 -0.85 2.60
H 0.26 0.75 1.94

---

<four>
Here is one molecule with the formula C5H8O3 from the OMol25 dataset. Energies are from the ωB97M-V functional and the def2-TZVPD basis.

Results
- net charge = 0
- HOMO-LUMO gap (eV) = 10.505
- SMILES string = C=C(C(C)=O)C(O)O

Atoms and positions in Å:
C 1.36 0.39 0.61
C -2.27 0.33 -0.12
C -0.86 0.62 -0.55
C 0.17 -0.32 -0.03
C 0.11 -1.64 -0.17
O 2.25 -0.50 1.21
O 2.06 1.12 -0.36
O -0.55 1.58 -1.21
H 2.98 -0.63 0.59
H 1.41 1.62 -0.89
H 0.98 1.05 1.41
H -2.34 0.44 0.96
H -2.54 -0.69 -0.37
H -2.96 1.02 -0.60
H 0.91 -2.26 0.21
H -0.70 -2.14 -0.67

---

The relative energies come out as <one> 461.8; <two> 0.0; <three> 258.0; <four> 33.7, with values in kJ/mol.

---

<one>
Here is one molecule with the formula C5H8O3 from the OMol25 dataset. Energies are from the ωB97M-V functional and the def2-TZVPD basis.

Results
- net charge = 0
- HOMO-LUMO gap (spin up / spin down) (eV) = 7.857 / 7.856
- SMILES string = CC(C)=C(O)C(=O)O

Atoms and positions in Å:
C -0.94 1.13 1.22
C -1.05 0.17 -1.14
C 1.08 -1.79 -0.18
C 0.82 -0.42 0.42
C -0.30 0.28 0.15
O 2.06 -0.77 -1.03
O 1.62 -0.25 1.50
O 0.54 -2.73 -0.63
H 1.86 -0.80 -1.98
H 1.59 0.68 1.77
H -0.55 2.15 1.21
H -2.02 1.21 1.08
H -1.29 -0.85 -1.45
H -2.04 0.63 -1.15
H -0.58 0.61 -2.02
H -0.79 0.74 2.23

---

<two>
Here is one molecule with the formula C5H8O3 from the OMol25 dataset. Energies are from the ωB97M-V functional and the def2-TZVPD basis.

Results
- net charge = 0
- HOMO-LUMO gap (eV) = 10.911
- SMILES string = O=C[C@@]1(O)CC[C@H]1O

Atoms and positions in Å:
C 0.71 0.51 0.55
C 1.31 -0.28 -0.56
C 0.21 -1.41 -0.20
C -0.62 -0.23 0.38
C -1.42 0.39 -0.78
H 1.42 2.33 0.77
H 1.20 0.32 1.50
H 2.35 -0.46 -0.61
H 1.13 0.30 -1.46
H 0.59 -1.94 0.68
H -0.18 -2.12 -0.91
H -2.37 -0.26 1.04
H -0.96 0.47 -1.73
O 0.63 1.95 0.41
O -1.50 -0.46 1.42
O -2.50 0.88 -0.51

---

The relative energies come out as <one> 168.2; <two> 0.0, with values in kJ/mol.